(1)
55
Properties=species:S:1:pos:R:3:forces:R:3 method="wB97M-V/def2-TZVPD" lumo_energy_ev=-5.72 orbital_gap_ev=5.1 charge=+1 homo_ev=-10.794
Ta 0.444 -0.819 0.577 -0.62 -0.74 -0.12
O -2.603 4.229 4.371 -0.08 -0.05 0.16
C -2.247 4.393 3.203 0.03 0.07 0.01
O -2.228 5.344 2.418 0.03 0.02 -0.13
C -1.686 3.093 2.575 0.03 0.14 -0.07
C -2.101 1.852 3.026 0.01 -0.29 -0.01
C -1.592 0.704 2.454 -0.07 0.23 0.03
N -0.659 0.753 1.487 0.27 0.21 0.01
C -0.259 1.989 1.029 -0.03 -0.16 0.16
C -0.757 3.157 1.524 -0.05 0.02 0.01
C 0.774 1.948 -0.030 0.37 0.11 -0.35
O 1.474 2.785 -0.457 -0.28 -0.11 0.04
O 0.892 0.571 -0.522 0.06 0.27 0.27
H -2.817 1.811 3.839 0.01 0.00 0.00
H -1.928 -0.279 2.748 -0.03 -0.05 0.01
H -0.480 4.127 1.127 0.02 -0.01 0.00
C 2.221 -1.779 1.305 -0.10 0.31 0.10
C 1.583 -1.485 2.608 0.14 0.02 -0.30
C 1.929 -0.357 3.379 -0.04 -0.07 0.12
C 1.175 -0.013 4.480 -0.03 0.01 0.04
C 0.041 -0.768 4.825 0.02 0.02 0.01
C -0.343 -1.847 4.048 -0.01 -0.09 -0.08
C 0.402 -2.184 2.918 -0.09 0.08 0.18
C -0.764 -0.405 5.959 0.05 0.09 -0.02
N -1.432 -0.106 6.843 -0.01 -0.04 0.00
H 2.221 -2.837 1.032 -0.01 -0.01 -0.04
H 3.179 -1.299 1.127 0.01 -0.03 -0.02
H 2.810 0.219 3.124 0.00 -0.01 -0.02
H 1.447 0.844 5.081 -0.01 -0.01 0.02
H -1.224 -2.416 4.315 -0.01 -0.01 -0.01
H 0.138 -3.072 2.345 0.00 -0.01 0.00
C -1.602 -2.142 -5.292 0.00 -0.01 0.02
C -1.064 -1.071 -4.592 -0.01 -0.01 -0.02
C -0.928 -1.143 -3.215 0.01 0.07 -0.03
C -1.331 -2.287 -2.522 -0.13 -0.10 0.07
C -1.872 -3.360 -3.240 0.01 -0.01 -0.03
C -2.006 -3.287 -4.617 0.01 0.03 -0.01
Si -1.218 -2.436 -0.687 0.45 0.07 -0.05
C -2.616 -1.858 0.404 0.13 0.05 0.03
C -2.942 -2.560 1.574 -0.01 -0.02 0.03
C -3.973 -2.126 2.395 0.01 -0.02 0.04
C -4.685 -0.981 2.064 0.00 0.04 -0.03
C -4.379 -0.274 0.904 -0.02 -0.01 0.01
C -3.353 -0.707 0.084 0.00 0.03 -0.05
H -1.705 -2.086 -6.367 0.00 0.00 0.00
H -0.747 -0.182 -5.120 0.00 0.00 0.00
H -0.498 -0.297 -2.691 0.00 -0.01 0.02
H -2.188 -4.262 -2.728 0.00 0.01 0.01
H -2.424 -4.121 -5.164 0.00 0.00 0.00
H -0.770 -3.763 -0.186 -0.09 -0.04 -0.04
H -2.420 -3.482 1.812 0.01 0.01 0.02
H -4.239 -2.688 3.281 0.02 0.00 -0.01
H -5.490 -0.644 2.704 0.00 0.00 0.00
H -4.949 0.607 0.641 0.00 0.00 0.00
H -3.132 -0.160 -0.827 0.01 0.01 0.00

***

(2)
51
Properties=species:S:1:pos:R:3:forces:R:3 method="wB97M-V/def2-TZVPD" lumo_energy_ev="4.33 / 4.16" multiplicity=5 orbital_gap_ev="5.0 / 5.1" charge=-2 homo_ev="-0.663 / -0.978"
Ru 0.908 -0.334 1.550 -0.93 0.72 0.00
C -2.840 -3.894 -1.484 -0.01 0.10 -0.17
C -2.649 -3.728 -0.046 0.04 0.10 0.16
C -2.048 -2.638 0.443 -0.08 -0.10 0.09
C -1.463 -1.617 -0.434 0.24 0.10 -0.05
C -1.625 -1.780 -1.953 0.01 0.05 -0.06
C -2.412 -2.982 -2.360 -0.04 -0.17 0.04
N -1.351 -0.292 0.122 0.06 0.00 0.12
C -1.586 0.970 -0.396 -0.04 -0.01 -0.11
C -2.688 1.313 -1.168 0.03 -0.05 0.02
C -2.891 2.630 -1.568 -0.06 0.01 -0.04
C -1.993 3.612 -1.181 0.01 0.01 0.01
C -0.908 3.291 -0.377 0.00 0.02 -0.04
C -0.680 1.976 0.031 0.18 0.00 0.07
N 0.350 1.620 0.907 -0.11 -0.08 0.08
N 0.919 2.663 1.516 0.01 -0.06 0.06
C 1.592 2.313 2.629 -0.14 -0.08 -0.21
C 2.256 3.308 3.381 0.05 -0.01 0.10
C 2.867 2.962 4.556 0.00 0.06 -0.03
C 2.825 1.632 4.994 0.01 -0.08 0.07
C 2.186 0.700 4.209 0.01 0.14 -0.11
N 1.588 1.017 3.048 0.15 -0.22 0.19
H -3.384 -4.764 -1.836 0.00 -0.01 0.00
H -3.021 -4.492 0.624 0.00 0.00 0.00
H -1.928 -2.471 1.507 0.03 -0.05 -0.01
H -2.080 -0.885 -2.390 0.00 -0.01 0.02
H -2.627 -3.102 -3.418 0.04 -0.02 -0.01
H -3.398 0.541 -1.436 -0.01 0.01 0.00
H -3.753 2.880 -2.176 0.00 0.00 0.00
H -2.143 4.641 -1.488 -0.01 0.00 -0.01
H -0.225 4.054 -0.034 0.01 -0.01 0.00
H 2.260 4.321 3.005 -0.03 0.00 -0.03
H 3.383 3.716 5.139 0.00 -0.01 0.01
H 3.299 1.315 5.912 0.01 0.01 0.00
H 2.152 -0.347 4.490 0.00 0.00 0.02
Te 1.261 -2.873 2.391 0.10 0.09 0.07
Te 1.799 -3.099 5.027 -0.05 -0.01 -0.15
Te 5.666 -2.380 1.863 -0.09 0.16 0.12
Te 3.285 -1.353 1.082 0.67 -0.64 -0.42
C -0.063 -1.006 -0.153 -0.11 -0.03 0.28
C 0.475 -0.799 -1.520 -0.01 0.07 -0.02
C -0.144 -1.796 -2.450 0.00 -0.03 0.04
C 0.113 -1.535 -3.892 0.04 0.08 -0.09
C 0.929 -0.519 -4.277 -0.03 -0.07 -0.03
C 1.551 0.341 -3.341 0.04 0.03 -0.01
C 1.292 0.195 -1.964 0.06 -0.04 0.07
H 0.233 -2.798 -2.172 0.00 0.02 -0.03
H -0.322 -2.196 -4.634 -0.03 0.00 0.01
H 1.123 -0.362 -5.334 -0.01 -0.02 -0.01
H 2.197 1.135 -3.691 0.00 0.01 0.01
H 1.715 0.897 -1.254 -0.01 -0.01 -0.02

***

(3)
14
Properties=species:S:1:pos:R:3:forces:R:3 method="wB97M-V/def2-TZVPD" lumo_energy_ev=0.61 orbital_gap_ev=9.1 homo_ev=-8.440
C 1.140 -0.961 -0.315 2.10 -0.63 -3.13
C -1.383 0.304 0.180 -0.19 -4.21 -1.83
H 1.303 1.215 0.445 2.15 0.54 -0.09
H 2.938 1.519 -0.254 -1.24 -0.24 0.82
H 0.790 -1.739 -1.020 0.67 0.57 0.13
H 0.532 -0.459 1.617 0.23 0.06 -0.52
H -3.205 0.910 -0.543 -0.11 0.23 -0.05
H -2.728 -0.851 -0.727 -0.03 3.09 0.62
N 2.294 0.867 0.238 -0.79 0.73 -0.23
N 2.044 -0.139 -0.696 -0.64 -1.14 0.50
N 0.422 -1.091 0.823 -1.16 0.50 1.73
N -2.514 0.194 -0.488 -1.92 -3.74 -1.10
O -0.896 -1.000 0.340 -1.61 -0.43 1.24
O -0.737 1.229 0.399 2.52 4.67 1.92

***

(4)
51
Properties=species:S:1:pos:R:3:forces:R:3 method="wB97M-V/def2-TZVPD" lumo_energy_ev=-5.19 orbital_gap_ev=5.0 charge=+1 homo_ev=-10.148
Ti -0.363 0.197 -0.256 -1.87 -0.50 -1.10
C 0.507 -3.327 -1.262 -0.03 0.14 0.14
Se -0.916 -1.992 -1.420 -0.11 -1.07 -0.91
C -0.535 -1.600 -3.323 -0.06 0.02 0.19
C -1.409 -0.491 -3.914 -0.20 0.16 0.31
Se -2.618 0.357 -2.620 -0.13 -0.35 -0.36
C -4.089 -0.928 -2.761 0.22 0.19 0.08
H 1.458 -2.899 -1.569 0.00 0.01 0.01
H 0.242 -4.170 -1.894 -0.05 0.04 -0.04
H 0.550 -3.659 -0.228 -0.01 0.04 0.01
H -0.678 -2.545 -3.842 0.02 -0.04 0.03
H 0.520 -1.338 -3.358 0.01 -0.02 0.00
H -2.026 -0.859 -4.730 0.00 -0.01 -0.01
H -0.796 0.325 -4.285 0.02 -0.03 -0.06
H -4.538 -0.868 -3.748 0.04 0.02 -0.02
H -4.823 -0.644 -2.010 0.00 -0.03 0.01
H -3.717 -1.929 -2.559 -0.06 -0.03 0.00
N -2.875 0.723 3.348 0.19 -0.29 0.04
C -1.567 1.285 2.856 0.40 -0.04 -0.62
C -0.965 2.246 3.868 -0.01 0.05 0.06
P -1.655 1.920 1.150 -1.25 0.97 1.02
O -2.403 3.298 1.283 0.26 -0.02 -0.19
O -0.220 1.997 0.668 0.14 -0.15 0.25
O -2.381 0.881 0.334 0.28 0.20 0.10
P -0.505 -0.272 2.708 0.12 -0.44 1.35
O 1.000 0.203 2.823 -0.16 0.02 0.27
O -1.013 -1.091 3.830 -0.07 0.10 -0.20
O -0.625 -0.840 1.288 0.41 -0.46 1.45
H -3.485 0.469 2.566 -0.02 -0.11 0.01
H -3.374 1.360 3.967 0.01 0.08 0.03
H -2.577 -0.158 3.860 -0.22 0.25 -0.08
H -1.636 3.084 4.061 -0.03 -0.01 -0.01
H -0.036 2.653 3.470 0.00 -0.01 0.03
H -0.748 1.735 4.808 -0.01 0.03 0.01
H -2.434 3.862 0.490 -0.02 -0.09 0.17
H 1.355 0.181 3.728 -0.01 -0.02 -0.20
O 6.360 1.031 -0.837 0.19 0.15 0.20
C 5.945 0.109 -0.139 -0.92 -0.53 -0.65
O 6.421 -0.779 0.568 0.19 0.20 0.18
C 4.336 -0.035 -0.250 0.72 0.30 0.64
C 3.682 -1.005 0.507 -0.18 -0.04 -0.23
C 2.310 -1.081 0.476 0.13 -0.16 0.04
N 1.577 -0.239 -0.279 0.65 0.31 0.11
C 2.219 0.730 -0.995 0.20 -0.10 -0.28
C 3.582 0.873 -0.993 -0.35 0.02 -0.17
C 1.258 1.557 -1.803 1.59 0.49 -0.16
O 1.508 2.580 -2.354 -0.25 -0.15 -0.06
O 0.051 0.957 -1.790 0.22 0.88 -1.49
H 4.286 -1.683 1.097 0.03 0.01 -0.02
H 1.764 -1.830 1.033 -0.05 0.08 0.04
H 4.074 1.649 -1.566 0.06 -0.02 0.03

***

(5)
66
Properties=species:S:1:pos:R:3:forces:R:3 method="wB97M-V/def2-TZVPD" lumo_energy_ev=-2.98 orbital_gap_ev=7.7 charge=+1 homo_ev=-10.696
Sc 0.174 0.181 1.659 -0.50 0.16 0.40
C -1.061 1.731 4.269 0.01 0.01 0.01
N -0.333 2.151 3.051 0.15 -0.02 -0.08
C 0.899 2.847 3.472 0.00 0.03 -0.03
C -1.186 3.074 2.276 0.02 0.02 0.01
C -2.184 2.302 1.446 0.03 0.04 -0.05
N -1.490 1.374 0.533 0.01 -0.17 -0.02
C -0.803 2.110 -0.548 0.02 -0.03 0.02
C -2.483 0.455 -0.071 -0.02 0.04 0.00
H -0.396 1.172 4.921 0.00 -0.01 -0.01
H -1.917 1.105 4.021 0.00 0.00 0.00
H -1.409 2.612 4.817 0.00 0.01 0.00
H 0.664 3.720 4.089 -0.01 0.00 0.00
H 1.451 3.190 2.595 0.00 -0.01 0.00
H 1.525 2.165 4.043 0.00 0.00 0.01
H -0.545 3.675 1.630 0.01 0.01 0.00
H -1.702 3.773 2.943 -0.01 0.00 0.00
H -2.809 2.993 0.871 -0.02 0.00 0.00
H -2.851 1.716 2.081 0.02 -0.01 0.02
H -1.497 2.790 -1.055 -0.01 0.00 -0.01
H -0.423 1.393 -1.277 0.00 0.00 -0.01
H 0.024 2.705 -0.156 0.01 0.00 0.00
H -3.290 1.029 -0.539 0.01 0.00 -0.01
H -2.912 -0.182 0.703 0.01 0.00 0.00
H -2.000 -0.161 -0.824 0.00 0.00 0.00
C 2.173 -2.101 -0.289 0.03 -0.01 0.00
C 1.274 -1.141 0.383 0.06 0.22 -0.22
O 0.084 -1.030 0.001 0.10 -0.17 0.15
H 2.140 -3.007 0.324 0.01 0.00 0.00
H 3.206 -1.761 -0.266 -0.01 0.01 -0.03
H 1.837 -2.332 -1.301 0.00 0.00 0.00
Cl 0.550 -3.543 4.652 -0.03 0.01 0.00
C 0.334 -1.848 5.109 -0.01 -0.02 -0.04
Cl -1.226 -1.641 5.917 0.01 0.03 0.01
Cl 1.633 -1.320 6.166 0.02 -0.02 -0.01
C 0.317 -1.017 3.810 0.02 -0.05 -0.09
O -0.674 -1.162 3.022 0.10 0.02 -0.04
O 1.238 -0.220 3.541 -0.03 -0.04 0.08
C 4.047 -1.504 2.870 0.00 0.02 0.03
O 2.980 -2.430 2.713 -0.05 -0.10 -0.04
H 5.003 -1.927 2.553 0.00 -0.01 0.01
H 4.129 -1.151 3.900 0.00 -0.01 0.00
H 3.818 -0.650 2.235 -0.01 0.00 -0.01
H 3.144 -3.201 3.263 0.05 0.04 0.03
C 1.903 -0.806 -5.338 0.00 -0.01 -0.02
C 1.555 -0.250 -3.960 0.01 -0.04 -0.03
P -0.212 -0.353 -3.423 0.13 0.15 -0.07
C -1.022 0.536 -4.823 -0.08 -0.05 -0.01
C -2.507 0.785 -4.568 -0.02 -0.01 0.01
C -0.616 -2.124 -3.766 -0.03 -0.01 -0.02
C -1.755 -2.649 -2.893 -0.02 0.00 0.00
H 2.971 -0.711 -5.538 0.00 0.00 0.01
H 1.375 -0.275 -6.130 0.00 0.00 0.01
H 1.647 -1.863 -5.419 0.00 0.00 0.00
H 1.822 0.810 -3.900 0.01 0.00 0.00
H 2.152 -0.748 -3.190 -0.01 -0.02 0.00
H -0.890 -0.013 -5.758 0.02 -0.02 0.01
H -0.492 1.486 -4.937 -0.03 0.01 0.00
H -3.045 -0.150 -4.403 0.00 0.01 -0.02
H -2.978 1.286 -5.414 0.01 0.01 0.00
H -2.656 1.410 -3.684 0.01 -0.01 0.00
H 0.294 -2.703 -3.579 -0.01 0.00 0.04
H -0.850 -2.254 -4.826 0.02 -0.01 0.00
H -1.532 -2.503 -1.835 0.01 -0.02 -0.01
H -1.923 -3.713 -3.060 0.00 0.01 -0.01
H -2.693 -2.133 -3.109 0.01 0.00 0.01

***

Going through the records in order, we get total energy values of -1797.5708 -2311.2785 -449.2167 -7704.9965 -3563.5527 Eh.
Going through the records in order, we get F_max values of 0.974 1.178 5.646 2.226 0.658 eV/Å.
Going through the records in order, we get energy above the lowest of the compared OMol25 structures with the same formula, charge and spin values of 0.000 0.044 2.843 0.959 1.577 eV.